# 1
21
Properties=species:S:1:pos:R:3:forces:R:3:lowdin_charge:R:1 method="wB97M-V/def2-TZVPD" orbital_gap_ev=2.3793 largest_force_ha_per_bohr=0.0293 lumo_energy_ev=0.8 total_charge=-1 energy_ev=-164898.4860
Br -1.412 -1.003 -1.402 -0.217 0.119 -0.019 0.91
Br 1.833 -0.877 -2.106 0.103 0.322 0.380 0.67
S 2.093 1.392 -0.090 0.647 -0.671 -1.187 0.95
O -5.207 -3.321 -2.284 -0.060 0.406 -0.180 -0.07
O -5.037 -1.305 -3.237 0.189 0.119 -0.052 -0.07
O -3.258 -2.620 -2.888 0.669 0.813 0.098 -0.16
N 2.779 -1.243 1.690 -0.428 -0.202 -0.360 0.12
C 1.034 0.284 -0.820 0.418 0.459 -0.148 -1.14
C -4.531 -2.375 -2.819 -0.274 -0.872 0.522 -1.01
C -0.995 1.120 0.457 -0.266 -0.054 -0.443 -0.16
C -0.301 0.232 -0.515 -0.745 -1.244 -0.225 -0.84
C 3.013 -0.079 2.105 0.114 0.073 0.061 -0.32
C 2.244 1.161 1.751 0.089 0.440 0.983 -0.37
H -1.829 0.572 0.887 -0.060 0.002 0.227 0.07
H -1.438 1.957 -0.085 -0.069 0.250 0.066 0.09
H 1.300 1.154 2.287 -0.289 -0.019 -0.304 0.07
H 1.976 -1.212 1.054 0.074 -0.367 -0.046 0.03
H -0.353 1.502 1.240 0.038 0.117 0.114 0.04
H 3.830 0.037 2.810 0.187 0.201 0.032 0.10
H 2.797 2.025 2.122 0.028 0.269 -0.203 0.07
H 1.460 2.599 -0.157 -0.150 -0.161 0.683 0.00

***

# 2
12
Properties=species:S:1:pos:R:3:forces:R:3:lowdin_charge:R:1 method="wB97M-V/def2-TZVPD" orbital_gap_ev=6.6417 largest_force_ha_per_bohr=0.0695 lumo_energy_ev=4.3 total_charge=-1 relative_energy_kcal_mol=44.06 energy_ev=-10264.6757
O 3.532 -0.804 0.549 0.805 -0.675 0.723 0.01
O 3.269 1.258 -0.384 0.019 1.244 -0.317 0.02
N 0.212 0.733 -1.120 -1.083 0.462 -0.197 -0.13
N -0.830 0.856 0.012 0.314 -0.693 -0.459 -0.10
C -0.177 -0.306 0.659 2.764 -0.873 2.090 -0.30
C 3.081 0.166 0.035 -2.411 -1.359 -0.709 -0.61
C 0.910 -0.420 -0.469 0.254 0.857 -0.517 -0.24
H -1.784 0.510 -0.244 1.186 0.617 -0.893 0.07
H -0.684 -1.259 1.031 -0.245 1.243 -0.969 0.08
H 0.343 0.062 1.621 -0.703 -0.427 -1.092 0.08
H 0.853 1.547 -1.223 -1.010 -0.277 0.990 0.06
H 0.833 -1.213 -1.268 0.112 -0.119 1.350 0.05

***

# 3
181
Properties=species:S:1:pos:R:3:forces:R:3:lowdin_charge:R:1 method="wB97M-V/def2-TZVPD" orbital_gap_ev=8.4041 largest_force_ha_per_bohr=0.0712 lumo_energy_ev=-4.8 total_charge=+3 energy_ev=-174881.7386
S -2.691 3.132 2.511 0.552 -0.614 -0.567 0.49
S 1.459 1.660 -5.461 -0.370 -0.186 2.531 0.57
S -1.103 -2.054 -3.354 0.900 -0.089 -1.621 0.55
S 4.596 2.115 -0.394 -0.296 0.206 0.709 0.47
F -3.312 -2.606 -4.913 0.625 0.858 1.348 0.11
F -1.915 5.636 3.069 0.009 0.020 -0.889 0.15
F 7.077 2.072 -1.611 -0.863 -0.048 0.060 0.15
F -2.382 -0.737 -5.346 0.207 0.119 0.455 0.09
F 3.993 1.204 -5.963 1.097 0.392 0.363 0.13
F 2.757 -0.412 -6.551 -0.181 -0.135 0.882 0.11
F -1.276 4.168 4.465 -0.343 -0.313 -0.265 0.12
F 3.236 -0.142 -4.412 -0.086 0.286 -0.394 0.16
F -0.272 4.221 2.579 -0.652 0.458 -0.434 0.12
F 5.595 0.613 -2.260 0.071 0.027 -0.405 0.15
F -3.415 -0.908 -3.416 0.058 -0.878 -1.190 0.10
F 6.552 0.393 -0.295 -0.388 1.133 -1.157 0.04
O 0.566 0.902 -4.587 0.574 0.478 0.431 -0.34
O 2.872 -1.579 -1.523 -1.107 -0.128 0.569 0.23
O 3.861 2.703 -1.472 -0.602 0.154 -1.374 -0.30
O -3.898 3.444 3.203 -1.014 0.273 1.212 -0.28
O -1.642 -3.252 -2.696 0.118 0.492 0.087 -0.34
O 2.025 2.902 -4.850 -0.535 -1.659 -1.412 -0.34
O 5.033 3.098 0.560 0.949 -0.211 0.409 -0.28
O -1.349 0.969 -10.263 0.192 0.572 1.422 -0.23
O 0.334 0.698 0.555 0.040 -2.759 0.490 -0.17
O -0.830 -0.918 -2.475 -0.235 -0.926 -0.658 -0.31
O -3.472 0.763 6.930 -1.506 0.307 0.581 -0.20
O 1.316 -5.195 -2.526 0.372 -0.468 -1.368 -0.18
O 3.974 0.947 0.199 -0.252 -0.275 -0.063 -0.32
O -1.378 -4.756 8.156 2.970 -1.568 0.051 -0.23
O 0.833 1.739 -6.763 1.222 0.766 -0.706 -0.31
O -2.059 1.874 2.862 -0.103 0.326 -0.337 -0.30
O -6.670 3.850 2.668 0.087 0.610 -0.957 -0.23
O -2.859 3.383 1.078 0.715 0.198 0.031 -0.33
O 0.860 -2.620 -0.891 2.542 1.639 -0.163 0.12
O -0.088 -2.340 -4.388 -1.339 0.379 1.526 -0.32
O 3.865 5.336 -2.922 0.568 0.562 1.940 -0.21
O -2.219 -3.107 5.507 -0.628 0.384 -1.455 -0.41
O 6.317 -2.060 2.130 -0.744 0.911 0.462 -0.20
N -2.579 -0.561 4.533 0.794 -0.450 -0.237 0.17
N 5.355 0.633 2.502 0.104 0.902 1.423 0.24
N -3.305 -6.234 8.939 0.173 -0.743 -2.102 0.25
N 1.414 1.487 -1.850 -1.344 0.281 0.761 0.23
N -0.828 0.018 -7.830 -2.296 -1.539 -1.283 0.22
N -0.786 -4.864 -0.833 1.342 1.513 1.399 0.17
N 4.368 4.817 -5.532 0.263 -0.604 1.179 0.24
N -4.932 5.212 1.271 -2.649 -1.670 1.756 0.23
C -0.117 3.460 -1.845 0.623 -0.925 -1.650 -0.03
C -1.485 4.381 3.148 0.928 -0.515 1.368 -0.64
C -6.446 3.403 1.366 -0.156 -2.529 -1.301 -0.23
C 0.123 -5.922 -2.743 -1.290 -0.287 0.782 -0.20
C 0.087 -0.391 -8.932 -0.052 0.550 0.681 -0.34
C 5.068 -0.056 4.943 -1.098 2.090 1.012 -0.06
C -5.781 4.475 -0.939 -0.400 -0.763 -1.071 -0.03
C -0.548 -6.211 -1.368 1.179 0.292 -1.419 -0.34
C 0.533 -1.780 -8.682 1.197 -1.361 -0.366 -0.04
C -2.228 1.311 -11.354 1.386 -0.881 0.121 -0.03
C -3.578 -4.955 8.108 -0.981 1.519 2.682 -0.25
C -0.381 1.571 -0.250 -0.315 3.050 1.537 -0.21
C -1.826 -6.967 -1.504 -2.573 -0.813 -1.059 -0.05
C -0.938 0.904 5.826 1.126 1.411 2.202 -0.04
C -2.677 -0.395 6.935 0.458 0.467 2.399 -0.26
C 6.036 1.320 -1.243 1.227 -1.286 1.935 -0.59
C 5.154 4.766 -3.146 0.120 2.282 -2.255 -0.21
C 5.039 3.934 -4.433 -0.948 -0.724 1.482 -0.33
C 2.967 0.478 -5.552 -1.355 0.541 -1.539 -0.63
C 3.702 5.936 -1.533 0.694 0.195 -1.755 0.00
C 6.338 3.239 -4.790 0.327 0.109 -0.032 -0.03
C -0.665 -0.263 -10.220 -0.809 0.350 -2.595 -0.19
C 6.439 -3.426 1.751 -0.408 -0.189 0.818 -0.08
C 1.870 -2.058 -1.177 -1.216 -1.439 -0.341 -0.33
C 1.950 -5.021 -3.826 -0.275 0.565 -0.618 -0.07
C 0.677 2.481 -0.970 -1.557 -0.913 -0.459 -0.24
C 5.711 -0.291 3.629 1.872 0.172 0.506 -0.33
C -7.136 2.829 3.533 0.438 0.804 -0.327 -0.05
C -0.133 -4.102 7.884 0.063 -0.665 -0.909 -0.04
C -4.379 0.801 8.091 1.022 -0.722 -1.537 -0.03
C -1.747 -0.379 5.778 1.395 -0.334 0.196 -0.36
C -4.970 -4.348 8.274 0.634 -2.995 -2.008 0.00
C 5.510 -1.762 3.293 1.415 -0.130 -0.881 -0.17
C -6.103 4.609 0.539 1.052 -1.158 -0.582 -0.30
C -0.473 -0.455 0.978 1.104 0.185 -1.185 -0.05
C -2.451 -3.982 8.430 -0.975 -0.165 0.662 -0.24
C -2.641 -1.577 -4.319 -0.455 0.403 -0.063 -0.58
H -3.884 0.287 8.905 0.004 0.025 0.432 0.08
H -3.484 -5.202 7.109 0.620 -0.938 -1.897 0.12
H -5.092 4.796 2.236 0.432 0.896 -0.299 0.14
H 0.512 4.067 -2.501 0.211 0.384 0.585 0.08
H 4.166 5.748 -5.088 0.548 -0.657 -0.787 0.17
H -6.374 2.038 3.530 -0.449 -0.159 0.223 0.09
H 1.374 3.029 -0.292 -0.497 -0.842 -0.479 0.16
H -5.535 5.454 -1.289 -0.470 1.037 -0.424 0.07
H -2.063 -0.219 3.680 -0.824 -0.479 1.061 0.12
H -5.592 2.644 1.348 -1.015 0.674 0.008 0.15
H -4.580 1.819 8.328 0.050 0.794 0.152 0.08
H -3.207 1.578 -10.938 0.219 -0.341 -0.524 0.10
H -1.462 -1.002 -10.303 0.290 -0.789 -0.008 0.14
H 5.161 0.970 5.387 0.184 -0.666 -0.759 0.11
H 4.462 -1.980 3.130 -0.430 -0.137 -0.207 0.13
H 5.555 -0.690 5.652 0.114 -0.530 0.514 0.08
H -1.700 2.137 -11.773 -0.339 1.077 -0.558 0.08
H 3.429 4.377 -5.607 0.357 0.063 -0.629 0.13
H 0.180 -6.867 -3.306 0.703 0.208 0.174 0.14
H -1.117 -1.326 5.804 -0.806 1.232 -0.011 0.13
H 4.280 3.177 -4.169 0.142 0.362 -0.586 0.11
H 3.997 -0.246 4.942 -0.130 -0.302 -0.032 0.09
H 2.911 -4.504 -3.789 -0.315 0.396 0.765 0.09
H -2.294 -6.263 9.012 0.800 0.147 0.033 0.14
H 6.813 -0.103 3.790 -1.013 -0.357 -0.456 0.18
H 2.644 5.905 -1.364 -0.531 0.247 -0.033 0.07
H -2.470 -3.167 7.727 -0.491 0.563 -0.246 0.08
H -1.028 -0.832 0.117 0.220 -0.179 -0.131 0.08
H 6.647 -3.938 2.699 0.557 -0.563 -0.549 0.09
H 6.451 2.333 -4.135 -0.158 0.851 -0.792 0.09
H -4.063 4.811 1.023 1.676 -0.705 -0.984 0.07
H -1.110 1.137 -0.946 0.531 -0.353 -0.158 0.13
H -3.545 -7.136 8.456 -0.171 1.163 0.465 0.20
H 5.482 4.154 -2.345 0.371 -0.486 0.727 0.09
H 1.201 -2.028 -9.500 0.144 -0.293 -0.261 0.10
H -0.612 -5.301 -3.272 0.223 0.015 -0.229 0.12
H -1.508 -0.759 -7.578 1.101 1.223 -0.075 0.19
H -7.117 3.385 4.485 -0.691 -0.953 -0.049 0.11
H -6.984 5.167 0.658 -0.731 1.721 0.181 0.14
H -4.945 6.184 1.311 0.178 2.104 -0.002 0.15
H 0.140 -1.267 1.420 0.022 0.777 -0.406 0.10
H 1.625 0.651 -1.314 0.041 -0.092 0.345 0.11
H 0.004 -0.325 -11.143 -0.480 -0.300 1.328 0.17
H -5.318 0.311 7.859 -0.128 -0.250 -0.111 0.09
H 4.946 4.804 -6.409 -1.046 0.391 0.952 0.19
H 5.986 0.371 1.783 0.740 -0.177 -1.464 0.10
H 0.064 0.875 6.421 -1.633 -0.701 -1.127 0.12
H -2.324 -3.581 4.657 0.156 -0.026 0.829 -0.07
H 0.472 -3.940 8.783 -0.580 0.760 0.178 0.09
H -0.257 -2.550 -8.699 -0.004 0.559 0.041 0.11
H -0.735 4.003 -1.185 -0.589 1.076 0.580 0.06
H -7.376 2.920 0.883 1.186 0.519 0.833 0.17
H 4.097 6.993 -1.484 -0.371 -1.210 -0.251 0.11
H 4.436 0.545 2.099 -0.809 -0.253 -0.385 0.12
H -5.212 -4.158 7.246 -0.554 0.728 -0.416 0.09
H 7.173 3.924 -4.556 -0.103 -0.404 -0.362 0.10
H -0.995 2.235 0.446 0.637 -0.599 -1.106 0.11
H 5.478 1.666 2.663 0.036 -1.121 0.090 0.19
H -0.717 1.282 4.856 0.208 0.377 -0.758 0.04
H -6.604 4.042 -1.606 1.022 0.650 1.251 0.12
H -2.440 -3.647 9.492 -0.319 0.067 -0.397 0.16
H -1.355 -4.237 -1.460 0.040 -0.187 -0.108 0.09
H 5.922 5.589 -3.393 -0.794 -0.874 0.773 0.16
H -5.083 -3.514 8.844 0.067 2.306 1.759 0.05
H 7.189 -3.535 0.952 -0.030 0.218 0.739 0.10
H -0.342 0.413 -7.060 0.837 0.316 1.426 0.07
H 1.280 -4.453 -4.541 0.591 -0.681 0.913 0.10
H -3.471 -0.059 4.597 0.357 -0.057 -0.005 0.15
H 6.371 2.935 -5.858 0.084 0.042 0.676 0.09
H 0.501 -4.858 7.363 -0.718 0.677 -0.186 0.10
H 5.517 -3.870 1.363 -0.256 0.333 -0.026 0.08
H 0.122 -4.292 -0.725 -1.397 -1.243 -0.407 0.14
H -1.346 0.777 -8.258 -0.681 0.535 0.015 0.14
H -0.408 -3.234 7.225 0.875 -0.620 0.651 0.09
H -5.681 -5.094 8.560 -0.570 -0.479 0.437 0.08
H -8.112 2.523 3.100 0.397 -0.213 1.032 0.11
H 2.249 -5.979 -4.245 -0.493 -0.380 -0.038 0.09
H 0.871 0.372 -8.887 0.174 -0.364 -0.085 0.16
H -1.192 -0.150 1.678 -0.924 0.688 1.156 0.03
H -1.662 -8.006 -1.874 0.165 0.653 0.605 0.10
H -3.677 -6.247 9.857 -0.774 0.191 1.128 0.15
H -4.838 3.993 -1.209 -0.165 -0.777 0.631 0.08
H 1.148 -1.939 -7.793 -0.316 0.359 0.131 0.08
H 4.159 5.313 -0.770 0.349 -0.168 -0.186 0.06
H -0.786 3.005 -2.620 0.399 -0.362 0.943 0.11
H -2.162 0.538 -12.145 -0.769 0.118 0.585 0.10
H -1.478 1.710 6.415 0.327 -0.905 -1.123 0.10
H 0.751 1.234 -2.596 0.533 -0.176 -0.481 0.11
H 0.169 -6.703 -0.706 -0.118 -0.040 -0.006 0.16
H -2.549 -6.565 -2.317 1.330 -0.104 1.275 0.13
H -2.672 -1.667 4.658 0.073 0.204 -0.106 0.12
H -3.275 -1.290 6.997 -0.304 -0.502 -0.217 0.10
H 2.288 1.853 -2.169 0.894 0.548 -0.655 0.09
H -2.456 -7.021 -0.568 0.894 0.016 -0.800 0.10
H 5.823 -2.289 4.229 0.019 -0.066 -0.907 0.15
H -2.069 -0.317 7.893 -0.236 -0.550 -0.948 0.16
H -1.186 -4.927 0.096 -0.312 0.142 0.139 0.16

***

# 4
16
Properties=species:S:1:pos:R:3:forces:R:3:lowdin_charge:R:1 method="wB97M-V/def2-TZVPD" orbital_gap_ev=10.2488 largest_force_ha_per_bohr=0.0294 lumo_energy_ev=0.3 total_charge=0 relative_energy_kcal_mol=25.61 energy_ev=-10889.4707 smiles="NC(=O)CCO.O"
O -0.357 2.184 -1.666 0.494 -0.512 -0.358 -0.05
O 2.178 0.282 1.141 -0.285 0.330 0.799 0.05
O -3.055 -2.808 -0.707 0.210 -0.212 0.385 -0.06
N 0.700 -1.411 1.071 -0.377 1.337 0.218 0.16
C 1.030 -0.080 0.973 0.526 -0.448 -1.345 -0.54
C 0.602 1.548 -0.833 0.118 0.903 0.483 -0.25
C -0.031 0.824 0.359 0.479 -0.950 -0.249 -0.10
H -3.218 -1.880 -0.878 -0.091 0.210 -0.042 0.02
H -0.117 -1.772 0.608 0.154 -0.267 0.429 0.09
H 1.357 -1.933 1.609 0.117 -0.809 -0.158 0.10
H 1.245 0.968 -1.485 -0.238 -0.547 0.060 0.13
H -3.012 -2.888 0.256 -0.106 0.029 -0.308 0.04
H -1.019 2.564 -1.107 -0.584 0.468 0.404 0.07
H -0.354 1.566 1.087 -0.176 -0.061 0.087 0.13
H 1.273 2.279 -0.366 0.007 0.117 -0.248 0.12
H -0.853 0.162 0.079 -0.249 0.413 -0.159 0.10